1.
{
  "formula": "C40H110N10O10",
  "method": "the ωB97M-V functional and the def2-TZVPD basis",
  "gap_ev": 8.7,
  "de_lowest_kcal_mol": 30.9,
  "largest_force_ev_per_a": 2.44,
  "smiles": "COC[C@H](C)N.COC[C@H](C)N.COC[C@H](C)N.COC[C@H](C)N.COC[C@H](C)N.COC[C@H](C)N.COC[C@H](C)N.COC[C@H](C)N.COC[C@H](C)N.COC[C@H](C)N",
  "energy_ha": -2889.76192,
  "elements": ["H", "H", "H", "H", "H", "H", "H", "H", "O", "C", "H", "H", "C", "H", "H", "C", "H", "N", "C", "H", "C", "C", "C", "H", "H", "N", "H", "C", "H", "H", "H", "H", "H", "N", "C", "H", "H", "H", "H", "H", "H", "C", "H", "C", "H", "H", "N", "H", "H", "H", "H", "H", "H", "H", "H", "H", "H", "H", "C", "N", "H", "H", "O", "H", "H", "H", "O", "H", "H", "C", "H", "C", "H", "H", "H", "O", "H", "H", "H", "H", "H", "H", "C", "C", "H", "H", "H", "C", "H", "H", "H", "H", "H", "C", "H", "H", "H", "C", "H", "O", "C", "H", "C", "C", "C", "H", "C", "H", "H", "N", "H", "C", "H", "H", "H", "N", "H", "H", "H", "H", "C", "C", "C", "O", "C", "N", "H", "N", "C", "H", "C", "H", "O", "H", "N", "H", "C", "C", "H", "H", "H", "H", "H", "C", "C", "H", "H", "C", "H", "H", "H", "H", "C", "C", "H", "O", "H", "C", "H", "H", "H", "H", "O", "H", "H", "H", "H", "C", "O", "H"],
  "xyz": [[2.25291, -2.93961, 0.36217], [3.35268, -1.38810, 5.75743], [4.42139, -0.69265, 3.76277], [-1.91940, -5.94270, 4.82805], [6.60008, 5.33893, -1.42592], [-1.64596, -0.29398, -0.78553], [3.01458, 2.71314, -0.73898], [1.31141, 2.88957, 3.52810], [0.07239, 1.24565, 3.95402], [5.43664, -0.95397, -4.21936], [0.35411, 3.05923, -1.18540], [-0.75562, -2.88663, 5.78370], [4.91332, -2.07483, 1.65365], [4.39976, -1.12374, -1.59938], [-6.20239, 0.40629, -1.69232], [-1.31944, -1.89975, 0.70743], [0.93502, -0.49801, 0.66002], [-1.68730, -3.29334, 5.80502], [-1.28561, -5.21239, 4.31665], [4.58243, -4.70040, -0.27701], [-3.12364, 4.91896, 0.39387], [-3.21412, 0.55056, 2.22225], [-0.84988, -5.74486, -1.47882], [5.47058, -1.52195, -7.39968], [-5.59392, -3.02705, 2.99865], [3.50034, 0.67252, -0.46460], [3.53450, -4.87824, 1.22784], [-5.10568, 4.99160, -1.15203], [-2.32666, -2.52872, 5.99005], [-2.66721, -1.08764, 4.15171], [1.36563, -6.33524, -0.42198], [4.83562, -2.98499, -3.84401], [-1.18987, 5.93861, 1.78001], [2.47516, -1.69144, 5.33353], [3.05725, -1.84429, -3.75154], [2.52629, -1.24377, -3.01053], [7.36015, 3.83288, -0.96817], [0.11030, 3.13144, 4.84348], [-2.37934, 5.53604, -2.80361], [-4.96332, 3.17037, -3.78675], [-0.68152, 2.36476, 0.11177], [3.50421, -0.93035, 3.20797], [1.28134, 1.54571, -3.34117], [3.78090, 2.09176, -0.26337], [-2.88072, 5.98439, 0.34074], [0.18739, 3.25550, -5.45301], [-0.15646, -1.59316, -1.35768], [0.13109, 0.23687, -3.58643], [2.86140, -1.28642, -4.67676], [5.30437, 0.00936, -3.71310], [-5.10112, 5.16110, 2.16307], [-2.37535, 4.64167, -5.98148], [0.71778, -1.46924, 3.31574], [-1.90970, -2.67352, 0.21906], [-6.31616, 2.56485, -2.98513], [-6.28529, 4.70635, 1.20011], [0.79035, 0.95790, -5.00770], [-0.62187, 4.42221, 1.17814], [6.47005, 4.25760, -1.45439], [-3.31932, 1.00611, -3.27554], [-5.16706, -0.57281, -2.62345], [1.55051, 2.12884, 5.05020], [0.16095, -4.78586, -1.26171], [4.06505, 3.48822, 1.43606], [-1.65783, 2.38312, 3.63210], [-5.88358, -3.05025, 4.77652], [-4.41638, -0.20240, -0.74881], [-0.77549, 1.98743, 2.16786], [-4.68950, -2.16429, -1.02427], [1.41159, -2.30893, 3.23024], [6.42768, -2.24269, -6.10914], [3.79340, 2.45169, 1.23503], [-5.61996, -1.52682, 3.85696], [-2.48221, 4.42833, -0.34407], [-5.66110, 1.58818, -4.25149], [-2.68031, 4.41846, 1.67889], [0.78733, 3.71187, -3.85986], [-0.29618, -5.26330, 4.76666], [-4.43193, 4.64219, -1.93785], [4.74971, -2.73342, -6.34326], [-5.98178, -1.39243, -0.07331], [-4.68665, 3.46952, 0.28025], [-0.83734, -0.84426, -0.28417], [2.48505, -4.56353, -0.75167], [-0.89536, 4.77975, -2.17206], [4.33761, -2.67097, -1.66831], [-1.05020, 4.47826, 2.84340], [-5.36410, 2.22466, -3.41576], [0.82470, -5.03113, 0.61790], [-0.24642, 0.57382, 1.26053], [-0.84134, 5.45098, -4.57091], [-3.50627, -4.38051, 3.19575], [6.61270, 3.97205, -2.50662], [-0.11159, 3.40735, -4.41083], [1.59453, -2.71884, -1.06277], [-3.84452, 1.25117, 2.77626], [-1.86471, -1.38428, 1.50342], [5.09981, 2.45775, -0.89426], [-0.73524, -2.33353, -1.74535], [0.72737, 1.10044, -0.57380], [-5.33734, -2.57327, 3.96227], [-1.49369, -0.31219, 4.91056], [-3.40993, -3.92031, 4.19274], [5.42956, -1.87659, -6.36902], [-4.90005, -1.43299, -0.23413], [-2.71648, 1.78043, -3.53338], [-4.44066, 1.46294, -2.47371], [-2.33707, 3.80095, -2.54962], [-1.27815, -5.54106, 3.27468], [4.88008, -1.89908, -2.06219], [3.65699, -6.13578, 0.15877], [4.57359, -1.98153, -3.49647], [-2.97959, 1.00546, 1.25702], [2.30393, -2.55304, 5.84935], [-1.27805, -0.46936, 2.61121], [-5.42179, 5.24694, 1.20203], [1.51294, -2.61743, 2.19014], [2.53131, 0.62340, -0.78693], [4.49334, 1.79952, 1.76550], [2.83550, -4.84968, -1.74919], [-5.13174, 0.23791, -1.87813], [0.12893, 0.16922, 0.32055], [-1.73733, 4.65842, -2.86033], [3.76962, -1.24173, 1.85764], [-1.90752, -3.84203, 4.44224], [-2.29510, -0.14794, 4.30559], [-2.15871, 3.12654, -5.51793], [2.44339, -3.10663, -0.62836], [2.74463, -2.05139, 3.93751], [-5.27540, 6.06607, -1.22045], [-1.89665, 0.36467, 2.96979], [5.15946, 2.06856, -1.91926], [-0.56456, 2.13273, -3.97404], [3.32851, -2.97053, 3.81053], [-2.33602, 4.05630, -5.15379], [-6.09035, 4.57046, -1.37100], [-1.35697, 4.86183, 1.86974], [3.64178, -5.03435, 0.15126], [-1.15066, -6.22611, -0.53664], [3.39660, 0.19594, 0.43121], [0.91008, -3.14450, 3.73337], [-0.89550, 1.86082, -1.61165], [-2.76907, 0.37150, -2.70063], [-1.04944, 1.60849, 3.15763], [1.18884, -5.25088, -0.39638], [-4.37208, -1.68869, 0.67824], [-1.74894, -5.28512, -1.88441], [0.47599, 1.17857, -3.98283], [2.81452, 2.28897, 1.69597], [2.54736, -2.80306, -3.85158], [-0.47524, -2.43363, 1.15042], [-1.46899, -3.10881, 3.75307], [-0.19073, 2.18069, -0.84519], [-4.57497, 4.55924, 0.21294], [4.93543, -2.28681, 0.58748], [-3.94193, -2.61423, 4.18051], [6.51679, -1.09126, -4.10862], [0.75965, 2.40362, 4.34557], [5.81227, -1.50480, 1.90303], [-3.94948, -4.53700, 4.92024], [-4.17849, 2.15384, -1.65873], [4.85236, -2.98712, 2.24704], [5.05439, -0.76778, -5.57945], [-3.82352, -0.34756, 2.20136], [-0.11283, -0.96155, -2.14474], [5.91953, 1.93354, -0.38095], [-0.44562, -6.54092, -2.11412], [-1.21013, 4.46209, -4.28683], [5.27042, 3.85998, -0.87936], [2.87741, -0.03779, 3.13283]],
  "forces_ev_per_angstrom": [[0.384, 0.253, -0.096], [-0.116, 0.281, -0.096], [0.103, 0.089, -0.114], [0.114, 0.068, 0.231], [-0.418, 0.046, 0.231], [-0.522, -0.097, 0.703], [-0.065, -0.105, -0.127], [-0.425, 0.013, -0.237], [-0.419, 0.591, -0.541], [-0.721, 1.022, 0.179], [0.144, -0.099, 0.023], [-0.056, 0.040, 0.382], [-0.281, 0.707, -0.184], [0.185, 0.419, -0.527], [0.130, 0.377, 0.582], [-0.075, 0.674, 0.285], [0.385, 0.323, -0.083], [0.368, -0.421, -0.272], [-0.453, -0.387, -0.141], [0.115, 0.232, 0.414], [0.573, -0.845, 0.692], [0.839, 1.111, 0.090], [0.332, -0.518, 0.590], [-0.041, -0.059, -0.028], [-0.018, -0.340, 0.087], [-0.776, -0.191, -0.081], [-0.015, 0.937, -0.134], [0.040, -0.258, -0.402], [-0.049, 0.020, -0.127], [-0.259, 0.419, 0.139], [-0.380, -0.047, -0.418], [0.295, 0.004, 0.103], [-0.487, 0.147, 0.266], [0.816, -0.366, 0.179], [-0.244, 0.884, -0.969], [0.310, -0.184, 0.437], [-0.204, -0.102, 0.366], [-0.101, -0.033, -0.119], [0.046, 0.046, -0.074], [0.582, -0.344, -0.186], [-0.360, 0.528, -0.264], [-0.406, 0.057, 0.118], [0.324, -0.218, -0.246], [-0.100, 0.428, 0.980], [-0.515, 0.194, -0.006], [0.051, 0.507, -0.197], [0.265, 0.454, -0.687], [-0.415, -0.101, 0.229], [0.173, -0.293, -0.175], [-0.412, 0.065, -0.174], [0.464, -0.132, -0.216], [-0.088, 0.083, 0.125], [0.255, 0.248, -0.088], [-0.282, 0.192, -0.101], [0.162, -0.359, 0.492], [-0.179, 0.445, 0.049], [0.352, 0.255, 0.028], [-0.361, -0.182, -0.333], [1.331, 0.137, -0.495], [0.469, -0.214, 0.435], [0.342, 0.099, -0.197], [-0.261, -0.224, 0.079], [-0.106, -0.159, -0.327], [0.125, 0.007, -0.191], [0.025, 0.023, 0.268], [-0.093, -0.033, 0.013], [-0.048, 0.319, 0.718], [0.328, 0.285, 0.211], [-0.182, -0.473, 0.327], [-0.360, -0.525, 0.559], [0.053, 0.049, 0.107], [-0.150, -0.101, 0.023], [0.018, 0.054, 0.359], [-0.258, -0.057, -0.301], [0.294, 0.045, -0.150], [0.170, 0.929, -0.868], [-0.006, -0.070, 0.181], [0.081, 0.053, -0.174], [-0.111, 0.184, -0.098], [-0.243, 0.124, 0.291], [-0.007, -0.011, 0.167], [0.314, -0.033, 0.103], [-0.402, -0.324, -1.256], [1.061, 0.456, 1.107], [-0.136, 0.081, 0.099], [0.340, 0.094, 0.231], [-0.008, 0.438, 0.142], [-1.176, 0.319, -0.103], [0.516, 0.106, 0.215], [-0.081, 0.466, -0.687], [0.319, -0.261, -0.401], [-0.370, -0.012, 0.060], [-0.555, -0.157, -0.068], [0.429, -0.014, 0.029], [0.346, -0.111, -0.165], [0.284, 0.220, 0.056], [-0.228, -0.926, -0.513], [0.456, -0.412, -0.440], [-0.126, -0.211, 0.563], [-1.193, 0.310, 0.223], [0.231, 0.289, -0.486], [0.188, 0.374, -0.220], [0.459, -0.010, -0.863], [0.256, 0.232, -0.598], [0.114, 0.240, -1.205], [0.055, -0.116, -0.041], [-0.880, 0.248, -0.398], [0.124, -0.060, 0.015], [0.340, 0.122, -0.043], [-0.038, -1.043, 0.173], [0.188, 0.045, -0.457], [-0.359, 0.155, 0.591], [-0.564, -0.408, -0.319], [-0.374, 0.075, -0.091], [0.109, 1.034, -0.531], [-0.419, -0.529, 0.294], [0.210, 0.219, 0.027], [0.477, -0.024, -0.335], [0.111, 0.022, -0.057], [-0.588, 0.108, -0.212], [-0.279, -0.235, -0.580], [1.243, -1.957, 0.411], [0.413, -0.408, -0.073], [0.226, -0.521, 0.185], [-0.554, 0.872, 1.227], [-0.134, -0.280, 0.483], [-0.142, -0.126, 0.174], [-0.907, -0.088, 0.207], [-0.573, 0.234, -1.113], [0.469, 0.095, 0.134], [-0.391, -1.128, 2.129], [-0.263, 0.138, -0.128], [-0.475, 0.296, 0.287], [0.187, -0.031, 0.282], [0.016, 0.329, -0.432], [0.074, -0.268, 0.218], [0.760, -0.817, 0.577], [-0.588, -1.677, -0.120], [0.020, 0.095, 0.042], [0.622, 0.036, -0.011], [0.024, -0.053, -0.003], [-0.209, 0.271, 0.055], [0.168, 0.092, -0.161], [-0.707, -0.626, -0.183], [-0.306, -0.011, 0.001], [0.053, 0.087, -0.001], [0.234, 0.137, -0.309], [0.064, 0.307, -0.163], [-0.084, -0.083, -0.185], [0.087, -0.069, 0.199], [0.152, 0.204, -0.003], [-0.183, -0.376, -0.517], [0.265, -0.952, 0.426], [-0.530, 0.726, -0.106], [0.022, -0.197, 0.055], [-0.139, -0.047, 0.012], [-0.023, -0.735, -0.187], [1.102, 0.150, 0.469], [0.117, -0.127, 0.150], [0.264, -0.070, 0.147], [0.176, -0.242, 0.172], [0.090, -0.088, -0.060], [0.486, -0.434, 0.292], [0.356, -0.292, -0.437], [0.572, 0.203, -0.173], [0.047, 0.205, 0.276], [-0.360, 0.027, -0.223], [-0.678, -0.532, 0.103], [-0.155, 0.004, 0.079], [-0.034, 0.038, 0.446]]
}

---

2.
{
  "formula": "CH2N4O2",
  "method": "the ωB97M-V functional and the def2-TZVPD basis",
  "gap_ev": 9.3,
  "de_lowest_kcal_mol": 122.1,
  "largest_force_ev_per_a": 5.48,
  "smiles": "[O-][n+]1ncnn1O",
  "energy_ha": -408.59092,
  "elements": ["N", "N", "O", "N", "O", "C", "H", "N", "H"],
  "xyz": [[-0.22195, -0.79142, -0.08287], [1.06094, -1.01245, -0.02298], [-1.19028, -1.51639, -0.06818], [-0.38061, 0.53095, -0.08350], [-1.93032, 1.03519, 0.01673], [1.61388, 0.19708, -0.07968], [2.62598, 0.34276, 0.19370], [0.72647, 1.18788, -0.00469], [-2.30411, 0.02641, 0.13146]],
  "forces_ev_per_angstrom": [[1.150, 1.985, 0.375], [-0.067, -1.561, -0.758], [-1.586, -1.837, -0.014], [-4.867, 1.234, 0.156], [3.797, -3.956, 0.078], [-0.752, 0.808, 1.589], [0.808, 0.189, -0.450], [0.330, 0.539, -0.560], [1.187, 2.599, -0.416]]
}

---

3.
{
  "formula": "C5H12Si2",
  "method": "the ωB97M-V functional and the def2-TZVPD basis",
  "gap_ev": [8.3, 7.6],
  "de_lowest_kcal_mol": 110.5,
  "largest_force_ev_per_a": 4.97,
  "energy_ha": -776.49446,
  "elements": ["H", "H", "H", "H", "Si", "H", "C", "H", "H", "H", "Si", "H", "C", "H", "C", "C", "C", "H", "H"],
  "xyz": [[-0.59562, -0.02547, -2.97249], [1.10092, -2.24849, 0.51075], [-2.70100, 0.46408, 0.74651], [1.49240, 2.23952, 1.87746], [-0.82648, 2.09762, -0.11800], [-1.18376, 3.11283, 0.83859], [0.79151, 1.07125, 0.33895], [0.31192, 1.11798, 2.36531], [1.80207, 0.47050, 2.06570], [-0.38686, -2.92443, -0.25934], [-0.36475, -0.45860, -0.43202], [-0.91426, -1.78069, -2.43532], [0.00494, -2.12248, 0.40159], [0.74847, -1.07787, -2.77052], [-0.33194, -0.88146, -2.32736], [1.16122, 1.21096, 1.76908], [-2.10903, 0.55958, -0.16079], [-0.72054, -2.05516, 1.31785], [-0.34498, 2.53547, -1.48185]],
  "forces_ev_per_angstrom": [[-0.694, -0.526, 0.327], [-0.822, 0.024, 0.631], [-0.222, -0.125, -0.065], [0.596, -0.027, 0.557], [0.772, -1.349, -1.261], [-0.180, 0.784, 0.356], [-4.702, -0.964, -1.308], [-1.715, -0.104, 1.174], [2.162, -1.490, 1.048], [0.242, 0.380, 0.449], [0.184, 0.027, -0.661], [-0.440, -0.117, -0.374], [-1.919, 0.527, 0.414], [-1.878, -0.037, 1.310], [3.114, 1.400, -0.215], [0.024, 1.409, -1.931], [4.336, 0.552, 0.297], [2.021, -0.643, -1.050], [-0.876, 0.280, 0.303]]
}